Molecular formula: C43H47Cl2N2OPReSSe2Te
Method: DFT, wB97M-V/def2-TZVPD

XYZ file:
```
101
Properties=species:S:1:pos:R:3:forces:R:3:mulliken_charge:R:1
Re 0.112 2.792 0.661 -0.023 -0.393 0.401 0.74
Cl 1.784 2.773 2.521 -0.118 0.018 -0.187 -0.02
C 1.224 4.030 3.619 -0.056 0.077 0.022 0.68
C 1.959 4.254 4.768 0.042 -0.052 -0.032 -0.80
C 1.531 5.240 5.640 -0.078 0.054 -0.022 -0.39
C 0.393 5.979 5.351 0.075 -0.043 0.029 -0.71
C -0.315 5.729 4.187 -0.023 0.034 0.024 0.25
Cl -1.728 6.675 3.862 0.002 -0.013 -0.008 -0.21
C 0.085 4.742 3.286 -0.021 -0.114 -0.160 -0.20
S -0.852 4.433 1.785 0.105 0.019 -0.036 -0.06
H 2.846 3.670 4.970 0.001 0.000 0.002 0.43
H 2.088 5.436 6.546 -0.003 0.007 0.008 0.39
H 0.048 6.753 6.021 0.000 0.005 0.002 0.43
Se 1.791 3.084 -1.061 0.043 0.117 -0.071 -0.38
P 0.168 3.244 -2.572 0.013 -0.008 -0.001 0.68
Se -1.560 2.977 -1.277 0.070 0.012 0.058 -0.42
C 0.316 2.026 -3.893 -0.003 0.046 -0.033 0.73
C 1.349 1.102 -3.929 0.028 -0.041 0.030 -0.29
C 1.433 0.205 -4.986 0.005 -0.006 0.028 -0.35
C 0.482 0.226 -5.992 -0.015 0.007 -0.011 -0.65
C -0.563 1.145 -5.951 -0.013 -0.038 -0.013 -0.70
C -0.646 2.046 -4.905 0.016 0.029 0.017 -0.63
C 0.216 4.833 -3.417 -0.030 -0.009 -0.037 0.82
C 1.105 5.012 -4.479 -0.019 -0.046 0.033 -0.49
C 1.196 6.247 -5.094 -0.009 0.074 -0.019 -0.68
C 0.398 7.300 -4.659 0.035 -0.013 -0.032 -0.45
C -0.486 7.121 -3.608 -0.014 -0.022 0.031 -0.65
C -0.578 5.887 -2.979 0.027 0.030 0.028 -0.51
H 2.078 1.076 -3.129 0.001 -0.004 -0.009 0.17
H 2.245 -0.510 -5.022 0.004 0.007 0.003 0.49
H 0.553 -0.471 -6.817 -0.004 -0.001 -0.010 0.40
H -1.303 1.162 -6.740 -0.003 0.001 0.002 0.42
H -1.451 2.773 -4.877 0.010 -0.001 -0.016 0.47
H 1.719 4.188 -4.824 -0.003 0.007 -0.006 0.39
H 1.885 6.390 -5.915 0.000 0.001 -0.004 0.41
H 0.467 8.263 -5.147 0.005 0.002 -0.006 0.40
H -1.106 7.942 -3.274 -0.006 -0.004 0.007 0.41
H -1.261 5.737 -2.153 -0.016 0.005 -0.004 0.32
C -3.418 -0.112 -2.846 -0.032 -0.065 -0.011 -1.33
C -2.470 -1.295 -2.607 0.088 0.168 0.046 2.31
C -2.154 -2.008 -3.924 0.009 -0.035 0.000 -1.45
C -3.074 -2.274 -1.597 0.011 0.002 0.007 -1.58
C -1.214 -0.757 -2.043 -0.115 -0.080 -0.003 -0.89
N -0.253 -0.327 -1.588 0.057 0.050 -0.047 0.34
H -4.350 -0.482 -3.278 0.003 0.001 -0.005 0.46
H -2.975 0.612 -3.529 0.004 0.002 -0.014 0.19
H -3.645 0.401 -1.912 -0.002 0.008 0.004 0.22
H -3.079 -2.408 -4.342 0.009 -0.004 -0.017 0.44
H -1.460 -2.835 -3.765 -0.003 0.001 0.005 0.28
H -1.713 -1.321 -4.645 0.001 0.021 -0.009 0.18
H -4.014 -2.661 -1.993 -0.014 -0.019 0.007 0.49
H -3.277 -1.783 -0.643 0.009 -0.003 -0.009 0.20
H -2.399 -3.111 -1.418 -0.020 0.006 -0.012 0.31
C -2.804 0.860 1.444 0.037 0.012 -0.010 -1.17
C -1.394 0.398 1.631 -0.225 -0.124 0.118 1.36
O -1.315 -0.791 2.303 0.073 0.029 0.020 -0.77
N -0.296 0.935 1.325 0.135 0.284 -0.023 -0.66
Te 0.639 -1.025 2.586 -0.089 0.117 -0.057 0.81
C 0.363 -2.785 3.756 0.051 -0.008 -0.141 0.26
C -0.779 -3.139 4.474 -0.065 0.000 0.078 1.16
C -2.005 -2.277 4.630 -0.061 -0.053 -0.039 -1.69
C -0.789 -4.374 5.119 0.037 0.026 0.027 -0.85
C 0.301 -5.230 5.108 0.003 0.023 -0.019 0.49
C 0.264 -6.554 5.814 0.001 -0.002 0.003 -1.61
C 1.454 -4.806 4.458 -0.015 -0.015 -0.017 -1.05
C 1.510 -3.597 3.783 -0.008 -0.064 0.049 0.97
C 2.815 -3.210 3.128 -0.001 -0.031 0.000 -1.65
C 1.067 -1.971 0.768 0.039 -0.006 0.092 1.74
C 0.335 -3.064 0.299 0.012 -0.073 -0.099 0.71
C -0.820 -3.712 1.016 -0.009 0.041 0.015 -1.92
C 0.722 -3.602 -0.928 0.022 0.003 0.037 -0.71
C 1.791 -3.106 -1.658 -0.046 -0.005 0.039 0.41
C 2.172 -3.700 -2.983 0.009 -0.017 0.002 -1.80
C 2.507 -2.035 -1.137 -0.023 0.036 0.001 -0.74
C 2.162 -1.451 0.069 0.032 -0.003 -0.103 0.46
C 2.964 -0.290 0.585 -0.025 -0.001 0.023 -2.04
H -3.490 0.018 1.498 -0.004 -0.010 0.002 0.36
H -2.903 1.371 0.488 0.022 -0.001 0.036 0.00
H -3.057 1.565 2.238 -0.018 0.012 -0.004 0.37
H -1.780 -1.214 4.629 0.022 0.020 0.022 0.25
H -2.493 -2.517 5.574 -0.012 -0.001 -0.008 0.57
H -2.724 -2.460 3.829 0.026 0.039 -0.006 0.26
H -1.680 -4.660 5.667 -0.004 -0.008 0.007 0.40
H -0.729 -6.769 6.203 -0.001 -0.006 0.004 0.37
H 0.966 -6.563 6.650 -0.002 -0.008 0.005 0.35
H 0.551 -7.361 5.139 -0.001 -0.008 0.004 0.36
H 2.338 -5.434 4.479 0.005 -0.004 0.001 0.44
H 3.614 -3.854 3.490 0.012 0.021 0.023 0.54
H 3.110 -2.182 3.370 0.000 0.004 -0.025 0.21
H 2.777 -3.309 2.043 0.025 -0.008 0.017 0.32
H -1.457 -2.988 1.520 -0.008 -0.021 -0.007 0.11
H -0.465 -4.425 1.763 0.006 0.010 0.002 0.28
H -1.429 -4.260 0.300 -0.005 -0.033 0.012 0.55
H 0.163 -4.448 -1.315 -0.012 0.010 -0.018 0.44
H 1.447 -4.444 -3.310 0.000 -0.002 -0.006 0.39
H 3.148 -4.183 -2.923 0.005 0.001 -0.011 0.40
H 2.237 -2.923 -3.747 -0.009 -0.008 -0.003 0.26
H 3.341 -1.627 -1.697 0.021 -0.010 0.004 0.46
H 3.692 0.033 -0.156 0.007 0.004 0.004 0.47
H 3.514 -0.557 1.493 0.011 0.037 0.003 0.24
H 2.317 0.564 0.800 0.003 0.003 -0.004 0.26
```
Forces are in eV/Å.

Computed properties:
largest force on an atom: 0.01092 Eh/bohr
charge: +1
calculated total energy: -235663.2835 eV
relative energy (zero: lowest compared OMol25 entry of this formula, charge and spin): 0.0 kcal/mol

Molecular formula: C43H48ClN5O4SSiTa
Method: DFT, wB97M-V/def2-TZVPD

XYZ file:
```
104
Properties=species:S:1:pos:R:3:forces:R:3:mulliken_charge:R:1
Ta 0.616 1.307 1.018 0.307 0.138 0.237 -0.83
C -1.226 3.331 4.762 0.005 0.009 0.006 -1.04
C -2.066 4.266 4.186 -0.011 -0.002 0.007 -0.86
C -1.964 4.518 2.823 0.012 0.005 -0.015 -0.65
C -1.032 3.817 2.083 0.024 -0.036 0.015 0.37
N -0.234 2.881 2.637 -0.115 0.008 0.059 0.51
C -0.332 2.655 3.948 0.029 -0.006 -0.015 -0.07
C -0.751 4.080 0.653 0.014 -0.010 -0.017 0.35
C -1.310 5.108 -0.081 -0.005 0.000 0.005 -0.78
C -0.840 5.350 -1.364 -0.004 0.009 0.006 -1.28
C 0.229 4.617 -1.857 0.008 -0.008 -0.013 -0.84
C 0.750 3.604 -1.076 -0.006 -0.029 0.017 0.64
N 0.211 3.299 0.120 -0.088 0.151 0.006 0.81
C 1.986 2.850 -1.375 -0.002 -0.020 -0.002 0.10
C 2.733 3.012 -2.526 0.008 0.004 0.010 -0.58
C 3.939 2.336 -2.641 -0.005 -0.003 0.007 -0.86
C 4.360 1.526 -1.598 0.002 0.004 -0.008 -0.85
C 3.541 1.388 -0.494 -0.015 -0.014 0.013 -0.22
N 2.374 2.031 -0.379 -0.041 0.094 -0.063 0.26
H -1.259 3.121 5.821 0.003 -0.003 0.002 0.52
H -2.787 4.805 4.786 -0.001 0.002 0.000 0.51
H -2.599 5.259 2.361 -0.002 0.003 -0.001 0.50
H 0.334 1.908 4.361 -0.004 -0.008 -0.001 0.40
H -2.081 5.736 0.341 -0.003 0.002 0.000 0.53
H -1.271 6.146 -1.957 0.000 0.000 0.001 0.54
H 0.659 4.855 -2.819 -0.002 0.000 -0.004 0.57
H 2.394 3.662 -3.320 0.003 0.003 -0.005 0.52
H 4.547 2.451 -3.529 -0.001 0.001 -0.002 0.52
H 5.301 0.996 -1.639 0.001 -0.004 0.000 0.51
H 3.813 0.725 0.318 0.001 0.000 0.000 0.37
Cl -5.596 -2.257 2.964 0.012 -0.002 0.000 -0.14
C -4.310 -1.281 2.379 -0.035 0.031 -0.004 -0.06
C -4.554 -0.346 1.369 0.004 -0.023 0.014 -0.80
C -3.534 0.445 0.872 -0.014 0.004 -0.018 -0.81
C -2.255 0.298 1.378 0.021 0.147 0.215 -0.26
O -1.259 1.106 0.974 -0.276 -0.170 -0.423 0.62
C -1.989 -0.640 2.386 -0.010 0.034 -0.008 1.27
C -0.694 -0.799 2.958 -0.024 0.001 0.074 -0.05
N 0.399 -0.170 2.637 -0.100 -0.089 0.025 1.01
C 1.603 -0.494 3.336 0.046 0.028 -0.019 0.10
C 1.864 -1.626 4.059 0.019 -0.043 0.034 -0.73
C 3.079 -1.747 4.770 -0.003 0.000 -0.012 -1.07
C 4.004 -0.742 4.768 -0.009 0.012 -0.008 -0.95
C 3.772 0.426 4.001 0.025 -0.016 0.022 0.99
C 4.642 1.535 3.959 -0.010 0.003 -0.015 -0.85
C 4.313 2.633 3.202 0.008 -0.010 0.018 -1.17
C 3.155 2.601 2.425 0.020 0.015 -0.017 -0.15
N 2.323 1.565 2.419 0.076 -0.064 0.004 0.84
C 2.588 0.508 3.250 -0.056 -0.011 -0.015 -0.11
C -3.041 -1.427 2.889 0.015 -0.002 0.004 -1.34
H -5.559 -0.243 0.981 -0.001 0.003 -0.001 0.52
H -3.725 1.176 0.099 0.002 -0.003 -0.007 0.64
H -0.634 -1.519 3.771 0.006 0.009 -0.009 0.54
H 1.161 -2.448 4.103 -0.007 0.013 -0.013 0.59
H 3.261 -2.650 5.335 0.002 -0.001 0.003 0.46
H 4.916 -0.827 5.344 0.003 0.002 0.003 0.50
H 5.558 1.518 4.536 0.002 0.002 0.002 0.53
H 4.945 3.509 3.173 0.003 0.000 0.003 0.52
H 2.909 3.431 1.775 -0.003 -0.010 0.003 0.52
H -2.853 -2.157 3.666 0.004 0.005 0.009 0.53
C -3.191 0.950 -2.768 -0.001 0.006 -0.006 -1.51
C -2.029 0.040 -3.126 -0.015 0.038 0.041 1.81
C -2.417 -0.909 -4.248 -0.004 0.006 0.061 -1.69
C -0.796 0.862 -3.477 0.000 0.001 0.004 -1.11
O -1.759 -0.733 -1.910 0.038 -0.074 -0.068 0.77
Si -0.560 -1.740 -1.545 -0.019 0.123 0.033 -2.36
S 0.917 -0.428 -0.396 0.194 -0.150 -0.164 0.94
O -0.932 -2.823 -0.431 -0.009 -0.066 0.048 0.82
C -1.840 -3.983 -0.560 -0.003 0.026 0.014 1.48
C -1.256 -5.059 0.335 -0.019 -0.007 0.002 -1.66
C -1.897 -4.434 -2.009 -0.007 -0.039 -0.008 -1.40
C -3.206 -3.533 -0.074 0.017 -0.014 0.013 -1.17
O 0.314 -2.128 -2.816 -0.105 -0.004 -0.052 0.82
C 1.530 -2.870 -3.147 0.055 -0.009 0.020 1.50
C 1.903 -3.792 -1.998 0.005 -0.007 0.003 -1.10
C 2.613 -1.832 -3.400 -0.002 -0.007 0.027 -1.49
C 1.220 -3.650 -4.412 -0.002 0.009 -0.008 -1.66
H -3.533 1.489 -3.652 0.001 0.008 -0.002 0.49
H -2.887 1.683 -2.016 0.009 0.003 0.032 0.08
H -4.025 0.365 -2.381 -0.007 -0.004 -0.013 0.34
H -2.646 -0.343 -5.152 0.008 0.003 0.006 0.54
H -3.308 -1.474 -3.974 0.004 -0.019 0.007 0.35
H -1.609 -1.601 -4.476 0.042 -0.030 -0.003 0.17
H -1.016 1.507 -4.328 0.007 0.010 -0.015 0.71
H 0.048 0.223 -3.737 -0.012 0.010 0.005 0.00
H -0.521 1.494 -2.626 0.003 -0.008 -0.020 -0.06
H -0.274 -5.371 -0.018 0.014 0.005 -0.001 0.34
H -1.910 -5.931 0.345 0.003 0.002 -0.002 0.43
H -1.160 -4.690 1.357 -0.005 0.001 0.011 0.28
H -0.915 -4.744 -2.368 -0.066 0.007 0.004 0.24
H -2.283 -3.644 -2.658 -0.008 0.021 -0.019 0.28
H -2.571 -5.286 -2.099 -0.002 -0.003 -0.006 0.61
H -3.154 -3.249 0.977 0.000 -0.012 -0.042 0.19
H -3.926 -4.345 -0.172 -0.001 -0.004 -0.001 0.57
H -3.562 -2.682 -0.659 0.000 0.003 -0.002 0.09
H 2.100 -3.225 -1.085 0.000 0.002 0.015 0.10
H 2.804 -4.348 -2.252 0.005 0.004 -0.001 0.60
H 1.108 -4.511 -1.798 0.059 0.022 -0.001 0.18
H 2.801 -1.244 -2.497 0.004 -0.017 -0.019 0.16
H 2.316 -1.162 -4.207 -0.008 0.008 -0.006 0.34
H 3.541 -2.326 -3.690 0.002 -0.001 -0.003 0.52
H 0.431 -4.382 -4.239 -0.013 0.005 0.007 0.33
H 2.110 -4.184 -4.747 0.003 -0.002 0.002 0.49
H 0.904 -2.977 -5.208 -0.001 -0.001 -0.004 0.31
```
Forces are in eV/Å.

Computed properties:
largest force on an atom: 0.01036 Eh/bohr
charge: +3
calculated total energy: -93785.2639 eV
relative energy (zero: lowest compared OMol25 entry of this formula, charge and spin): 0.0 kcal/mol

- The highest charge belongs to which entry?
  C43H48ClN5O4SSiTa